C20H60F2NO14S2V | ωB97M-V/def2-TZVPD

Computed properties:
Gap between HOMO and LUMO (spin up / spin down), eV: 6.707 / 6.779
Multiplicity: 4
Max |F|, hartree/bohr: 0.1974
Total charge: +1
M, g/mol: 691.77
Total energy, eV: -104651.1531
Relative energy (zero: lowest compared OMol25 entry of this formula, charge and spin), kcal/mol: 72.0

Geometry (Å):
F1 -0.5226 -2.2677 -0.4373
H1 -3.2326 1.3954 -4.7724
S1 -0.1336 1.1002 0.7189
H2 2.7310 5.0439 -1.3179
H3 -2.5529 3.0890 1.6447
H4 2.5212 -2.2063 -2.1072
C1 4.2342 1.3782 -1.5444
H5 4.5942 -1.3385 -0.2879
H6 4.5004 -3.0807 -0.5363
C2 4.0894 -2.2477 0.0369
H7 -1.1742 -0.6578 3.3520
H8 3.8291 3.0192 -3.0967
H9 1.8688 0.0758 3.9858
H10 3.4477 5.1265 1.6017
H11 -2.7555 -5.8297 -1.2221
O1 0.4828 2.1248 -3.4603
H12 2.9215 6.5808 -0.5273
H13 -1.0341 -1.5185 -3.7365
H14 1.0603 1.9442 -4.2158
H15 -2.4358 -2.2756 3.7440
C3 -0.0012 -4.0883 -4.2341
H16 2.4840 3.4152 1.5059
H17 -5.1862 4.3766 3.5369
H18 -0.1854 3.8065 -1.4398
H19 4.5580 4.6291 0.2641
H20 -6.4281 3.1880 3.1022
O2 -0.9052 -0.6502 -3.3069
H21 -1.1244 -3.2265 -5.5173
C4 -0.0718 -4.3192 -2.7225
H22 -2.1368 0.7371 -2.5295
H23 4.3569 -2.4362 1.0773
C5 -5.3614 3.3360 3.2677
C6 2.5814 -2.1708 -0.0552
H24 0.4244 -5.2562 -2.4422
H25 -1.5058 3.7752 -2.6880
C7 -0.5156 4.1402 -2.4209
H26 -3.0121 -0.6483 -3.2817
H27 1.3842 4.0559 -3.6004
H28 -1.8854 -7.3771 -1.1151
O3 -1.3385 1.7142 1.1587
C8 -2.3581 0.7458 -4.6910
N1 -0.1207 0.2045 -0.5499
O4 2.7919 1.3495 -1.3394
H29 -3.3198 -7.1136 -0.1339
H30 -4.9853 3.4671 1.1439
O5 -3.2009 3.4508 2.2570
H31 -2.0475 -5.0660 1.0268
H32 -2.1641 -2.1546 5.4470
H33 5.4678 2.3663 -3.0668
C9 1.8093 0.4155 5.0189
H34 2.6873 -1.2591 6.0993
C10 -2.3921 -1.5525 4.5636
O6 0.9757 -1.8101 5.2400
F2 0.5144 2.4052 -0.0324
C11 -1.6277 -5.9613 0.5665
O7 -0.6792 -1.3127 1.6246
H35 -0.1995 -5.0087 -4.7874
O8 -1.0615 -3.1934 -4.5535
O9 -1.4178 -0.5528 4.2800
H36 0.0844 -1.4923 5.0165
H37 -0.3349 -4.7452 -0.2314
O10 0.9682 0.8967 1.6354
H38 -4.5060 -1.6649 4.9439
O11 -0.2949 -5.6329 0.1304
C12 -3.7456 -0.8848 4.7922
H39 4.7327 1.3048 -0.5817
O12 2.1426 -1.7086 -1.3728
H40 -4.5773 1.9387 1.8690
C13 4.5924 2.5783 -2.4567
C14 -2.4356 -6.6292 -0.5491
H41 4.8031 3.3723 -1.7350
H42 2.6600 2.1688 -0.8210
H43 -3.8486 -0.3870 5.7578
H44 1.3171 -0.5776 6.9341
H45 0.8916 1.0110 4.9779
H46 -1.0440 -4.5000 -2.2655
C15 2.6597 5.5421 -0.3388
C16 -4.5102 3.0227 2.0265
V1 1.0655 0.1197 -2.2031
C17 0.4099 3.5664 -3.4990
H47 0.4690 -3.6146 -2.0874
H48 -1.4986 -6.6833 1.3745
C18 1.6992 -0.8211 5.9367
H49 2.1322 -1.4256 0.5996
H50 0.0049 3.8594 -4.4755
H51 1.0135 -3.7415 -4.4582
H52 2.5855 1.1033 5.3616
O13 -2.4375 -0.9322 -0.0129
C19 -2.1740 0.0464 -3.3684
H53 -5.0640 2.6425 4.0535
H54 1.5847 5.4374 -0.1803
H55 -0.4944 5.2274 -2.4012
H56 4.4576 0.4659 -2.1023
H57 -4.1399 -0.2722 3.9837
O14 2.9662 3.3671 0.6746
S2 -1.0477 -0.9714 0.2647
H58 -2.4413 0.1388 -5.5917
H59 2.0979 -3.1448 0.0278
H60 -1.5121 1.4405 -4.7222
C20 3.5260 4.7022 0.5998